1.
Molecular formula: C44H35F9IN3O6P
Method: DFT, the ωB97M-V functional and the def2-TZVPD basis

Atoms and positions in Å:
C  0.3522  -1.1469  4.1330
C  1.1247  0.1351  3.4975
N  1.9841  0.7377  4.2981
C  0.8186  0.6616  1.9940
C  1.6164  2.0228  1.8051
C  3.1877  2.0063  1.7284
N  3.8476  3.2542  1.5388
P  5.6631  3.1410  1.4324
O  6.0936  1.4956  1.5094
I  6.1177  3.9534  -0.8809
N  3.3676  4.4853  1.4278
C  1.9655  4.6247  1.4605
C  1.3819  6.1196  1.2844
C  0.5129  6.2771  -0.0746
F  -0.7471  6.9001  0.2880
C  0.9341  3.4350  1.6574
C  -0.6473  3.6180  1.6680
C  -1.3953  2.9935  2.9521
O  -2.7480  2.6601  2.5665
C  -2.9600  1.2450  2.4311
C  -3.1266  0.7340  0.9227
F  -1.9622  0.9911  0.1094
F  -3.1853  -0.7053  1.0118
C  -4.4805  1.1814  0.1945
F  -4.7697  0.1515  -0.7732
F  -5.6120  1.2228  1.0457
C  -4.3946  2.5461  -0.6416
F  -3.4887  3.5057  -0.1292
F  -5.6991  3.1452  -0.5622
C  -4.0896  2.3744  -2.2010
F  -4.1708  3.6990  -2.7687
F  -2.7523  1.9167  -2.4949
H  -0.7202  -1.2486  3.7617
H  0.9704  -2.1116  4.0310
H  0.2890  -0.9495  5.2675
H  2.0334  0.2496  5.2093
H  -0.3150  0.7710  1.9390
H  1.1222  -0.1525  1.2339
H  3.6695  0.9820  1.8022
H  6.4754  1.1703  0.6558
H  0.6882  6.4099  2.1457
H  2.2136  6.9013  1.2302
H  1.0522  7.0486  -0.7355
H  0.3526  5.2820  -0.6218
H  -0.8583  4.7544  1.6987
H  -1.0485  3.2595  0.6606
H  -0.8240  2.1656  3.4871
H  -1.4857  3.8571  3.7150
H  -2.1858  0.5892  2.9663
H  -3.9645  1.0152  2.9557
H  -4.8304  1.7262  -2.7712
C  -4.4576  1.7897  -5.5451
C  -3.1734  1.2607  -5.4482
C  -2.8592  0.0764  -6.1064
C  -3.8324  -0.5875  -6.8538
C  -5.1247  -0.0694  -6.9297
C  -5.4331  1.1275  -6.2825
C  -6.1804  -0.7900  -7.6785
O  -7.3087  -0.3354  -7.7477
C  -5.8449  -2.0743  -8.3332
C  -6.8420  -2.7934  -8.9936
C  -6.5331  -3.9946  -9.6229
C  -5.2264  -4.4774  -9.6030
C  -4.2311  -3.7669  -8.9415
C  -4.5406  -2.5684  -8.2968
C  -3.4817  -1.8380  -7.5653
O  -2.3385  -2.2613  -7.5430
H  -4.6998  2.7192  -5.0389
H  -2.4186  1.7728  -4.8618
H  -1.8556  -0.3302  -6.0320
H  -6.4336  1.5430  -6.3485
H  -7.8615  -2.4216  -9.0158
H  -7.3112  -4.5546  -10.1314
H  -4.9846  -5.4111  -10.1004
H  -3.2161  -4.1506  -8.9254
C  4.8408  -7.3101  5.5584
C  3.8412  -6.6930  6.3072
C  3.6843  -5.3124  6.2560
C  4.5362  -4.5422  5.4636
C  5.5530  -5.1583  4.7325
C  5.6963  -6.5457  4.7726
C  6.4947  -4.3486  3.9264
O  7.3802  -4.8848  3.2847
C  6.3485  -2.8749  3.9191
C  7.2629  -2.0934  3.2102
C  7.1248  -0.7095  3.1868
C  6.0691  -0.1018  3.8637
C  5.1610  -0.8769  4.5750
C  5.3042  -2.2644  4.6117
C  4.3504  -3.0757  5.4015
O  3.4276  -2.5415  5.9967
H  4.9566  -8.3885  5.5919
H  3.1822  -7.2893  6.9298
H  2.9005  -4.8380  6.8377
H  6.4765  -7.0318  4.1959
H  8.0857  -2.5607  2.6785
H  7.8392  -0.1037  2.6390
H  5.9563  0.9762  3.8405
H  4.3437  -0.3974  5.1041

The calculation puts the HOMO-LUMO gap at 6.19 eV. As for the net charge: +1. Its spin multiplicity is 1.

These are the Mulliken partial charges, in e, on atoms 1 to 2: number 1, C, carries -1.150; number 2, C, carries 0.474


2.
Molecular formula: C5H8O2
Method: DFT, the ωB97M-V functional and the def2-TZVPD basis

Atoms and positions in Å:
O  -0.0713  -0.9883  -1.5219
C  -0.9016  -0.3841  -0.8892
C  -2.1318  -0.4534  -0.0992
C  -1.3566  0.8843  -0.3150
H  -2.0772  -0.9170  0.8835
H  -3.0825  -0.5742  -0.6110
H  -1.8130  1.6207  -0.9733
H  -0.8011  1.2921  0.5266
C  1.4550  -0.5126  1.2886
C  2.0813  0.4141  0.5593
O  2.2513  0.4388  -0.7792
H  1.3737  -0.3926  2.3643
H  1.0396  -1.4136  0.8422
H  2.5328  1.2919  1.0197
H  1.6720  -0.2272  -1.1939

The calculation puts the HOMO-LUMO gap at 9.61 eV. As for the net charge: 0. Its spin multiplicity is 1. Its SMILES is O=C1CC1.C=CO.

These are the natural (NBO) partial charges, in e, on atoms 1 to 2: number 1, O, carries -0.533; number 2, C, carries 0.629


3.
Molecular formula: C26H29N3Ta
Method: DFT, the ωB97M-V functional and the def2-TZVPD basis

Atoms and positions in Å:
Ta  0.5779  0.6220  -0.4269
C  -2.1391  0.9913  -1.4898
C  -1.3180  -0.0721  -1.8299
C  -0.1162  0.4824  -2.4199
C  -0.2923  1.9256  -2.4239
C  -1.5097  2.2136  -1.8509
H  -3.1129  0.9097  -1.0259
H  -1.5674  -1.1160  -1.7609
H  0.4886  -0.0251  -3.1560
H  0.4066  2.6476  -2.8232
H  -1.9282  3.1992  -1.7031
C  1.8624  -1.1330  -0.1844
C  0.7809  -1.8558  0.4250
C  0.1331  -2.6271  -0.6193
C  0.7859  -2.3952  -1.8197
C  1.8451  -1.4531  -1.5878
C  2.8211  -0.9564  -2.5895
C  0.5566  -3.0949  -3.1155
C  -0.9761  -3.5926  -0.3797
C  0.5350  -1.9791  1.8867
C  3.0647  -0.6162  0.6069
H  2.8525  0.1404  -2.6337
H  2.6121  -1.3322  -3.5891
H  3.8332  -1.2719  -2.3161
H  0.4319  -2.3974  -3.9488
H  -0.3058  -3.7551  -3.0794
H  1.4330  -3.7008  -3.3609
H  -1.6867  -3.6162  -1.2072
H  -1.5087  -3.3838  0.5465
H  -0.5665  -4.6036  -0.2901
H  -0.4785  -1.7059  2.1713
H  1.2412  -1.3962  2.4759
H  0.6442  -3.0283  2.1823
H  3.8093  -0.1561  -0.0426
H  3.5544  -1.4518  1.1128
H  2.7988  0.0915  1.4004
C  -4.2256  -0.8731  2.7349
C  -3.5331  -1.3838  1.6407
C  -2.3867  -0.7562  1.1983
C  -1.9239  0.3949  1.8420
C  -2.6161  0.8993  2.9586
C  -3.7578  0.2601  3.3939
N  -0.7781  1.0818  1.3441
N  -0.5408  2.1642  1.9411
C  0.5310  2.9191  1.4658
C  0.7554  4.1766  1.9807
C  1.7907  4.9360  1.4404
C  2.5775  4.3998  0.4266
C  2.3038  3.1268  -0.0250
N  1.2912  2.3849  0.4803
H  -5.1314  -1.3583  3.0740
H  -3.9022  -2.2652  1.1333
H  -1.8609  -1.1500  0.3449
H  -2.2609  1.7775  3.4734
H  -4.2916  0.6469  4.2510
H  0.1174  4.5462  2.7719
H  1.9761  5.9384  1.8056
H  3.3928  4.9591  -0.0110
H  2.9110  2.6674  -0.7989

The calculation puts the HOMO-LUMO gap (spin up / spin down) at 6.32 / 6.07 eV. As for the net charge: +3. Its spin multiplicity is 1.

These are the natural (NBO) partial charges, in e, on atoms 1 to 2: number 1, Ta, carries 1.970; number 2, C, carries -0.056


4.
Molecular formula: C4H9NO2
Method: DFT, the ωB97M-V functional and the def2-TZVPD basis

Atoms and positions in Å:
C  -1.1947  0.6875  -0.0266
C  -0.7481  2.0504  0.0443
C  0.3619  2.1935  -0.7440
N  0.4936  0.9835  -1.4316
C  -0.2602  0.0270  -0.7941
H  -2.1320  0.2329  0.2336
H  -1.4515  2.7835  0.3949
H  0.9478  3.0210  -1.0991
H  1.2853  0.7311  -1.9946
H  -0.0876  -1.0052  -1.0486
O  0.0539  -1.5514  2.2259
H  -0.8938  -1.6486  2.3973
H  -0.0004  -0.6059  2.0480
O  0.9250  -2.8153  -0.0824
H  1.8306  -2.6079  -0.2257
H  0.6603  -2.6053  0.8413

The calculation puts the HOMO-LUMO gap at 9.15 eV. As for the net charge: 0. Its spin multiplicity is 1. Its SMILES is c1cc[nH]c1.O.O.

These are the natural (NBO) partial charges, in e, on atoms 1 to 2: number 1, C, carries -0.354; number 2, C, carries -0.304


5.
Molecular formula: C7H17BFNO6S
Method: DFT, the ωB97M-V functional and the def2-TZVPD basis

Atoms and positions in Å:
C  2.9600  -1.9894  2.9789
O  2.5814  -0.6759  2.5754
B  1.7267  0.0723  3.3190
O  1.7894  1.4232  3.3004
N  0.6783  -0.6301  4.1323
S  -0.8472  -0.0716  4.2464
O  -1.5943  -0.9798  5.0376
O  -0.9550  1.3277  4.4298
F  -1.2357  -0.3195  2.7461
H  3.3941  -1.9806  3.9806
H  3.7111  -2.3430  2.2780
H  2.1059  -2.6672  2.9540
H  2.6329  1.7283  2.9604
H  0.9654  -0.9227  5.0610
C  -4.2475  -0.3002  -0.8331
C  -2.8335  -0.2868  -1.3597
C  -1.7289  -0.1897  -0.3383
O  -2.5969  -0.3462  -2.5455
H  -4.9501  -0.3705  -1.6597
H  -4.3864  -1.1476  -0.1593
H  -4.4405  0.6099  -0.2625
H  -1.7790  -1.0396  0.3438
H  -1.8466  0.7212  0.2509
H  -0.7632  -0.1711  -0.8396
C  -0.0816  0.7081  -4.3326
C  1.1993  1.0758  -3.6286
C  2.3922  1.3933  -4.5010
O  1.2774  1.1140  -2.4212
H  -0.8574  0.5020  -3.5992
H  -0.3913  1.5229  -4.9905
H  0.0791  -0.1767  -4.9523
H  2.1608  2.2335  -5.1583
H  2.6309  0.5357  -5.1327
H  3.2500  1.6403  -3.8804

The calculation puts the HOMO-LUMO gap at 9.58 eV. As for the net charge: 0. Its spin multiplicity is 1. Its SMILES is COB(O)NS(=O)(=O)F.CC(C)=O.CC(C)=O.

These are the natural (NBO) partial charges, in e, on atoms 1 to 2: number 1, C, carries -0.248; number 2, O, carries -0.706


6.
Molecular formula: C9H16I2N3O5S2
Method: DFT, the ωB97M-V functional and the def2-TZVPD basis

Atoms and positions in Å:
C  1.9917  -0.0697  1.3920
C  1.4514  0.8722  0.3433
N  1.8084  0.7045  -0.8613
C  0.5255  1.9749  0.8169
S  -0.8451  2.2992  -0.2919
O  -1.4638  1.0261  -0.5873
O  -0.3098  3.0457  -1.4069
N  -1.7677  3.2750  0.5659
S  -2.7734  2.7163  1.6324
O  -2.2071  1.6659  2.4465
O  -3.3969  3.8303  2.3000
C  -4.1509  1.9519  0.7238
I  -4.3988  2.6095  -1.2379
C  -5.0661  1.1446  1.2534
C  -6.2501  0.5535  0.5387
I  -5.0824  0.6333  3.2898
H  1.6843  0.1937  2.4036
H  3.0805  -0.0819  1.3435
H  1.6494  -1.0805  1.1763
H  1.3626  1.3928  -1.4701
H  1.0827  2.9098  0.9112
H  0.0708  1.7373  1.7778
H  -6.5250  -0.4063  0.9730
H  -7.1127  1.2199  0.6281
H  -6.0255  0.4127  -0.5171
C  4.9654  -2.8793  -0.9134
C  3.5395  -2.9334  -0.4101
O  3.2768  -2.9313  0.7801
N  2.5480  -2.9342  -1.3369
C  2.6628  -2.8564  -2.7738
H  5.6190  -2.8684  -0.0464
H  5.2027  -3.7447  -1.5342
H  5.1334  -1.9771  -1.5024
H  1.6233  -2.9039  -0.9354
H  2.2010  -1.9426  -3.1517
H  2.1860  -3.7121  -3.2570
H  3.7099  -2.8477  -3.0620

The calculation puts the HOMO-LUMO gap at 8.28 eV. As for the net charge: -1. Its spin multiplicity is 1.

These are the natural (NBO) partial charges, in e, on atoms 1 to 2: number 1, C, carries -0.673; number 2, C, carries 0.327